A molecular structure, C20H11Cl6FeN2O8 in a non-equilibrium geometry. Source: the OMol25 dataset; level of theory: ωB97M-V/def2-TZVPD.

Structure (ORCA input):
```
! wB97M-V def2-TZVPD RIJCOSX def2/J DEFGRID3
* xyz -1 1
O -3.6087 1.9541 0.4478
C 4.6465 0.7870 0.5965
C -3.4802 -2.8797 0.6111
C -1.8512 0.4752 0.2186
C 1.0047 -2.4350 1.6577
H 2.3832 -3.8998 0.9154
C 0.2046 -0.8174 0.0507
Cl -1.1655 1.3310 -3.6734
C -3.2721 -0.5056 2.0358
H -3.5642 -3.8010 0.0505
O -2.4651 1.0919 -4.1992
C -0.5238 0.4326 -0.2747
Cl 2.6146 1.0537 -2.8534
H -4.6311 -3.5955 2.2736
O -0.2707 3.4569 -0.2436
C -2.6564 -0.6219 0.7949
C -3.9742 -1.5744 2.5660
N 0.5229 4.2305 -0.8894
O 0.5866 5.4094 -0.6638
H -0.3780 -0.8740 2.1175
H 1.0260 -2.8081 2.6729
O -1.2798 2.2266 -2.4785
H -1.8912 2.4206 -0.3139
C 1.0001 -1.4238 -0.9277
C 2.0373 1.4393 -0.2933
N -2.4589 1.6691 0.0939
C 3.0646 1.0877 -1.1596
O -0.5865 0.1010 -3.1858
Fe 0.3652 1.7996 -1.2495
Cl 6.2304 0.3666 1.1408
C 0.2085 -1.3463 1.3441
C -2.7695 -1.8138 0.0829
H 1.0154 -1.0134 -1.9265
C -4.0792 -2.7632 1.8567
C 4.3484 0.7568 -0.7639
O -0.3027 1.9429 -4.6257
Cl 4.0337 1.1872 3.1949
C 3.6616 1.1536 1.5080
Cl 5.5501 0.3084 -1.9156
C 2.3860 1.4793 1.0482
H -2.2937 -1.8984 -0.8857
Cl 1.1686 1.9292 2.2159
H 2.3516 -3.0143 -1.3931
C 1.7513 -2.5463 -0.6230
H -4.4459 -1.4769 3.5355
C 1.7663 -3.0446 0.6721
O 1.2211 3.6401 -1.7481
H -3.2007 0.4229 2.5854
*
```

The calculation puts the highest occupied orbital energy (spin up / spin down) at -6.0758 / -5.9790 eV. The value obtained for the relative energy (zero: lowest compared OMol25 entry of this formula, charge and spin) is 0.0000 eV. Its largest force on an atom is 1.142 eV/A. The value obtained for the LUMO energy (spin up / spin down) is 1.09 / 0.97 eV.